A cluster of 6 separate species, H12O6 in total. Source: the OMol25 dataset; level of theory: ωB97M-V/def2-TZVPD.

Summary:
Total charge ... 0
Multiplicity ... 1
SMILES string ... O.O.O.O.O.O
Frontier orbital gap ... 10.66 eV

Each line ends with the Mulliken charge.
CARTESIAN COORDINATES (ANGSTROEM)
O: -8.84 -2.16 29.98  -0.67
H: -8.74 -3.10 30.19  0.35
H: -8.85 -2.16 29.01  0.28
O: -10.87 -3.03 32.06  -0.63
H: -10.23 -3.58 32.51  0.30
H: -10.36 -2.49 31.44  0.35
O: -8.71 0.95 27.87  -0.64
H: -9.43 1.06 27.25  0.32
H: -9.06 0.39 28.57  0.32
O: -6.08 -0.47 31.14  -0.62
H: -5.28 -0.09 30.77  0.31
H: -6.49 -0.97 30.42  0.31
O: -9.22 -5.14 29.49  -0.64
H: -8.72 -5.92 29.76  0.32
H: -8.80 -4.83 28.67  0.36
O: -7.84 -3.64 27.45  -0.66
H: -8.48 -3.86 26.76  0.34
H: -7.03 -4.09 27.18  0.30

---

The molecule C14H18ClNO4S. Source: the OMol25 dataset; level of theory: ωB97M-V/def2-TZVPD.

Summary:
Total charge ... 0
Multiplicity ... 1
SMILES string ... CCS(=O)(=O)N1CCC(C(=O)Oc2ccccc2Cl)CC1
Frontier orbital gap ... 10.11 eV

Each line ends with the Mulliken charge.
CARTESIAN COORDINATES (ANGSTROEM)
C: -2.51 2.89 -0.78  -1.03
C: -2.19 2.81 -2.25  -0.56
S: -0.39 2.91 -2.52  1.19
O: 0.14 3.98 -1.74  -0.67
O: -0.18 2.91 -3.94  -0.70
N: 0.28 1.51 -1.94  0.04
C: -0.01 0.28 -2.62  -0.65
C: 1.20 -0.65 -2.55  -1.23
C: 1.66 -0.83 -1.10  0.15
C: 0.66 -1.64 -0.30  0.30
O: -0.34 -2.15 -0.72  -0.58
O: 1.05 -1.71 0.99  -0.26
C: 0.28 -2.38 1.92  0.31
C: -0.18 -3.67 1.73  -0.31
C: -0.91 -4.30 2.73  -0.71
C: -1.17 -3.65 3.92  -0.42
C: -0.71 -2.36 4.12  -0.44
C: 0.01 -1.72 3.12  0.42
Cl: 0.58 -0.11 3.35  -0.20
C: 1.91 0.54 -0.45  -1.30
C: 0.64 1.38 -0.56  -0.49
H: -1.95 3.72 -0.34  0.31
H: -3.58 3.07 -0.62  0.39
H: -2.24 1.97 -0.27  0.19
H: -2.52 1.89 -2.72  0.35
H: -2.59 3.66 -2.81  0.45
H: -0.24 0.53 -3.66  0.54
H: -0.88 -0.23 -2.17  0.36
H: 2.02 -0.22 -3.13  0.46
H: 0.93 -1.62 -2.98  0.37
H: 2.60 -1.41 -1.08  0.47
H: 0.03 -4.17 0.80  0.40
H: -1.26 -5.31 2.57  0.37
H: -1.73 -4.14 4.69  0.38
H: -0.91 -1.84 5.04  0.43
H: 2.72 1.04 -0.98  0.44
H: 2.19 0.42 0.60  0.49
H: 0.81 2.39 -0.18  0.59
H: -0.17 0.91 0.02  0.15

---

A structure of composition C48H55MnN6 at a distorted geometry. Source: the OMol25 dataset; level of theory: ωB97M-V/def2-TZVPD.

Summary:
Total charge ... 0
Multiplicity ... 5
Frontier orbital gap (spin up / spin down) ... 5.01 / 5.29 eV

Each line ends with the Mulliken charge.
CARTESIAN COORDINATES (ANGSTROEM)
Mn: 0.44 -0.43 0.22  -1.28
C: 2.56 -2.21 -5.27  -1.25
C: 1.95 -0.80 -5.19  -1.23
C: 1.01 -0.64 -4.03  0.62
C: -0.37 -0.69 -4.04  1.15
C: -1.26 -0.77 -5.25  -1.46
C: -1.67 0.62 -5.77  -0.98
C: -0.81 -0.56 -2.71  -0.97
C: -2.21 -0.46 -2.35  -0.79
C: -2.60 -0.39 -1.07  -0.46
C: -3.84 -0.09 -0.34  0.88
C: -5.12 -0.08 -1.13  -1.20
C: -5.34 1.28 -1.81  -1.13
C: -3.78 0.23 0.99  1.62
C: -2.44 0.44 1.64  -0.26
C: -2.02 -0.14 2.77  -1.26
C: -0.64 -0.40 3.13  -0.19
N: 0.44 -0.42 2.29  0.88
C: 1.55 -0.58 3.07  -0.18
C: 2.85 -0.45 2.59  -0.73
C: 3.22 -0.24 1.28  -0.22
N: 2.37 -0.33 0.19  0.19
C: 3.14 -0.17 -0.93  0.11
C: 2.71 -0.31 -2.23  -0.90
C: 1.40 -0.50 -2.67  -0.08
N: 0.29 -0.45 -1.87  0.52
C: 4.51 0.06 -0.55  0.76
C: 4.55 0.00 0.81  0.49
C: 5.75 0.22 1.69  -1.14
C: 6.03 1.71 1.93  -1.08
C: 5.63 0.34 -1.50  -1.21
C: 5.54 1.73 -2.13  -1.08
C: 1.17 -0.73 4.43  0.57
C: -0.20 -0.64 4.46  0.94
C: -1.11 -0.76 5.65  -1.22
C: -1.78 -2.14 5.74  -1.03
C: 2.10 -0.95 5.58  -1.18
C: 2.25 -2.44 5.95  -1.11
N: -1.52 -0.53 -0.16  0.90
C: -5.02 0.33 1.85  -1.52
C: -5.57 -1.05 2.24  -1.09
H: 3.27 -2.29 -6.09  0.41
H: 1.78 -2.95 -5.42  0.31
H: 3.07 -2.45 -4.34  0.28
H: 1.42 -0.59 -6.12  0.50
H: 2.75 -0.06 -5.13  0.39
H: -2.15 -1.35 -5.02  0.54
H: -0.75 -1.32 -6.04  0.51
H: -2.26 1.15 -5.02  0.11
H: -2.26 0.54 -6.68  0.46
H: -0.78 1.22 -5.98  0.26
H: -2.93 -0.39 -3.16  0.45
H: -5.97 -0.31 -0.49  0.44
H: -5.08 -0.86 -1.90  0.50
H: -5.42 2.07 -1.05  0.27
H: -6.25 1.28 -2.40  0.49
H: -4.50 1.54 -2.46  0.12
H: -2.76 -0.54 3.46  0.39
H: 3.65 -0.45 3.32  0.25
H: 3.47 -0.27 -3.00  0.46
H: 6.62 -0.25 1.24  0.44
H: 5.60 -0.27 2.65  0.43
H: 6.30 2.20 0.99  0.22
H: 6.86 1.84 2.63  0.41
H: 5.15 2.20 2.33  0.29
H: 5.65 -0.42 -2.28  0.44
H: 6.58 0.25 -0.96  0.31
H: 4.61 1.84 -2.69  0.24
H: 6.38 1.91 -2.81  0.41
H: 5.55 2.51 -1.36  0.28
H: -1.88 0.01 5.61  0.46
H: -0.54 -0.57 6.56  0.34
H: -2.41 -2.33 4.87  0.20
H: -2.39 -2.22 6.64  0.41
H: -1.02 -2.93 5.77  0.23
H: 1.74 -0.40 6.45  0.40
H: 3.09 -0.54 5.35  0.44
H: 1.30 -2.84 6.32  0.22
H: 3.01 -2.58 6.72  0.43
H: 2.53 -3.02 5.07  0.27
H: -5.80 0.89 1.33  0.54
H: -4.78 0.89 2.75  0.42
H: -5.85 -1.62 1.35  0.27
H: -6.45 -0.96 2.87  0.47
H: -4.82 -1.64 2.77  0.17
C: 0.18 2.66 0.36  -0.85
N: -0.15 1.27 0.54  0.15
C: -1.51 0.84 0.55  -0.56
C: -1.39 -1.86 0.37  0.26
C: -2.26 -2.88 0.70  -0.30
C: -1.42 -3.99 0.95  -1.51
C: -0.10 -3.59 0.74  -0.51
N: -0.09 -2.29 0.37  0.17
C: -0.57 3.26 -0.82  -0.02
C: -0.33 2.76 -2.10  0.17
C: -1.06 3.23 -3.18  -0.35
C: -2.04 4.20 -2.99  -0.64
C: -2.27 4.71 -1.72  -0.71
C: -1.54 4.23 -0.64  -0.57
H: 1.26 2.71 0.17  0.47
H: -0.02 3.23 1.27  0.44
H: -2.07 1.50 -0.11  1.36
H: -3.34 -2.84 0.75  0.67
H: -1.73 -4.98 1.25  0.46
H: 0.81 -4.15 0.85  0.58
H: 0.41 1.98 -2.24  0.20
H: -0.88 2.83 -4.17  0.59
H: -2.61 4.57 -3.83  0.41
H: -3.03 5.46 -1.57  0.39
H: -1.73 4.61 0.36  0.40

---

A structure of composition C14H36N3O5V at a distorted geometry. Source: the OMol25 dataset; level of theory: ωB97M-V/def2-TZVPD.

Summary:
Total charge ... +1
Multiplicity ... 4
Frontier orbital gap (spin up / spin down) ... 8.11 / 9.65 eV

Each line ends with the Mulliken charge.
CARTESIAN COORDINATES (ANGSTROEM)
V: 0.42 -0.50 -0.77  0.89
C: -2.90 -2.63 -1.63  -1.41
C: -1.68 -1.75 -1.39  1.05
O: -0.54 -2.21 -1.64  -0.66
O: -1.75 -0.60 -0.85  -0.69
H: -3.37 -2.28 -2.56  0.43
H: -3.63 -2.47 -0.83  0.33
H: -2.61 -3.66 -1.77  0.36
C: 2.17 -1.63 -3.68  -1.32
C: 2.64 -0.44 -2.94  0.21
C: 1.78 0.71 -3.24  -0.83
O: 0.54 0.63 -2.57  0.26
C: -0.58 1.11 -3.33  -1.24
N: 2.57 -0.71 -1.48  -0.59
H: 2.08 -1.40 -4.75  0.38
H: 1.20 -1.92 -3.27  0.24
H: 2.82 -2.46 -3.44  0.42
H: 3.68 -0.16 -3.17  0.35
H: 1.56 0.90 -4.30  0.59
H: 2.27 1.59 -2.90  0.33
H: -1.38 1.35 -2.65  0.30
H: -0.86 0.26 -3.89  0.43
H: -0.39 1.93 -4.03  0.39
H: 2.85 -1.68 -1.42  0.27
H: 3.29 -0.18 -1.01  0.25
C: -1.05 2.13 1.08  -1.33
C: 0.16 2.51 0.28  1.08
C: 0.84 3.77 0.74  -1.14
O: 1.69 3.54 1.88  -0.34
C: 2.29 4.69 2.39  -0.78
N: 1.08 1.38 0.43  -0.28
H: -0.86 1.95 2.15  0.37
H: -1.49 1.22 0.63  0.03
H: -1.86 2.87 1.17  0.49
H: -0.13 2.66 -0.76  -0.15
H: 0.09 4.58 0.82  0.43
H: 1.50 4.07 -0.06  0.54
H: 3.19 4.44 2.91  0.25
H: 1.66 5.23 3.08  0.28
H: 2.47 5.37 1.55  0.33
H: 1.12 1.11 1.38  0.18
H: 1.98 1.77 0.25  0.21
C: -0.37 -3.67 2.72  -1.60
C: -0.69 -2.52 1.78  0.37
C: -1.56 -1.40 2.44  -0.03
O: -2.70 -2.05 3.05  -0.34
C: -3.62 -1.14 3.60  -0.78
N: 0.51 -1.77 1.27  -0.30
H: 0.05 -3.30 3.70  0.31
H: 0.40 -4.29 2.24  0.46
H: -1.31 -4.17 2.90  0.38
H: -1.17 -2.98 0.92  -0.11
H: -1.93 -0.63 1.71  0.03
H: -0.88 -0.91 3.18  0.27
H: -3.44 -0.81 4.61  0.31
H: -4.63 -1.61 3.53  0.28
H: -3.75 -0.21 3.02  0.28
H: 0.95 -1.16 1.95  0.28
H: 1.24 -2.44 1.00  0.27